57
Properties=species:S:1:pos:R:3:forces:R:3 method="wB97M-V/def2-TZVPD" total_energy_ev=-84179.7900 spin_multiplicity=1 charge=-1
C 3.9682 -4.3516 -0.5768 0.2 0.3 0.0
H 5.4434 -6.8274 -1.3497 -0.1 0.1 0.1
O -0.4165 -1.3151 -3.2234 4.5 3.1 5.6
H 3.0686 -4.8567 -0.2054 0.0 -0.1 -0.1
H 6.0519 -7.0302 0.2878 -0.1 0.1 -0.1
H -5.6093 2.5068 2.1987 0.1 0.1 -0.1
N -0.0633 0.5430 -1.5910 4.7 -2.3 -0.3
H -4.5898 5.6875 1.3696 -0.1 0.0 0.1
H 4.3076 -7.0015 -0.0003 0.1 0.0 -0.1
H -5.9488 4.2388 2.3843 0.1 0.1 0.0
H -3.0458 5.1566 0.7238 0.0 -0.1 0.1
O 3.9040 -4.1784 -1.9954 -0.1 -0.3 0.5
C -2.9214 5.6963 2.8040 -0.2 -0.5 0.1
H -4.0787 5.0845 4.5647 0.1 0.0 -0.2
H 3.9499 -3.3389 -0.1561 0.0 -0.1 -0.2
H -1.1752 4.7092 2.4305 -0.1 0.0 0.2
N -1.8128 4.8240 3.2194 -0.1 -0.1 -0.3
H 1.6472 -1.7198 -0.5268 0.1 0.5 -2.7
H -1.7022 -1.5352 -0.3397 0.1 0.1 -0.3
H -3.4993 1.9796 -0.5003 0.0 -2.2 -1.3
H -2.5002 6.6543 2.4760 0.0 -0.1 -0.1
H 6.3048 -4.4704 -1.7150 0.1 -0.1 0.3
O -5.9364 0.5989 -1.7350 2.5 -1.2 -1.0
H 4.3116 -5.9567 -2.9629 -0.1 -0.2 0.0
C -3.6953 5.0989 1.6056 0.3 -0.3 -0.1
H 3.0074 -4.9869 -3.6439 0.0 0.1 0.2
C -5.1884 3.4639 2.5202 0.3 -0.4 -0.1
C 2.2672 2.0362 -1.3655 0.0 -0.5 -0.5
O 1.2818 0.6697 0.5558 -1.0 2.2 -7.9
O -4.0228 3.7137 1.7501 -0.2 0.8 0.0
C 1.0950 1.0260 -0.7453 1.1 -1.4 5.3
C 0.3515 -0.7905 -2.2445 -3.2 -1.1 -3.1
C -3.3214 0.9898 -1.1423 -1.8 0.8 -1.0
C 1.6948 -1.5846 -1.7069 -0.3 0.4 -0.5
H 1.8094 -2.6182 -2.2450 -0.5 2.1 1.0
H -4.7241 6.4996 3.7149 0.0 -0.1 0.0
C -4.6697 0.0571 -1.1430 -0.1 -5.5 1.6
H -5.8969 0.3748 -2.7265 0.1 0.4 2.2
H 3.2374 1.3964 -1.6029 -2.1 1.2 0.6
H 2.5904 2.8571 -0.5966 -0.9 -1.7 -1.3
H -4.9245 3.3677 3.5753 -0.2 0.1 0.1
C 5.2597 -6.5578 -0.3062 0.1 -0.3 0.2
H 6.4988 -3.4758 -0.4671 0.1 -0.2 0.0
H -2.2000 3.8852 3.3551 0.2 0.3 0.0
Ga -1.6039 0.0552 -0.4720 -1.3 -0.4 1.7
O -4.7413 -1.2105 -0.6871 0.4 8.3 -2.8
H 5.3189 -4.8860 1.0028 -0.1 0.1 -0.1
H 1.9498 2.5372 -2.3748 0.4 -1.0 2.0
H -3.1548 1.3580 -2.2537 -0.7 -0.7 2.0
C 5.2568 -5.0477 -0.0802 -0.1 -0.1 -0.5
H 2.7123 -5.8942 -2.1475 0.1 0.0 0.0
H -3.2774 6.6420 4.7215 0.0 -0.2 -0.2
H 2.6195 -0.9279 -2.0439 -1.8 -1.3 1.0
C -3.8043 5.9888 4.0148 0.0 0.2 0.2
H -1.3003 0.6573 1.0061 -0.2 0.1 -0.4
N 6.4570 -4.4684 -0.7017 -0.2 0.3 -0.1
C 3.4598 -5.3235 -2.7065 0.1 0.3 -0.3